(1)
A structure of composition C25H43F3IrO3P2S in a non-equilibrium geometry, computed with ωB97M-V/def2-TZVPD.

CARTESIAN COORDINATES (ANGSTROEM)
Ir (1.04, -2.04, 0.26)
C (-2.01, -0.76, 0.67)
C (-1.77, -1.63, -0.41)
C (-0.64, -2.44, 1.49)
C (-1.29, -1.17, 1.80)
C (-0.89, -2.71, 0.04)
C (-3.05, 0.32, 0.72)
H (-3.26, 0.75, -0.27)
H (-2.75, 1.12, 1.42)
H (-4.00, -0.11, 1.08)
C (-1.35, -0.62, 3.17)
H (-1.32, 0.48, 3.22)
H (-0.51, -1.04, 3.74)
H (-2.30, -0.92, 3.65)
C (-0.46, -3.55, 2.47)
H (-1.17, -4.38, 2.33)
H (-0.52, -3.21, 3.52)
H (0.55, -3.92, 2.29)
C (-1.00, -4.13, -0.43)
H (-1.84, -4.58, 0.12)
H (-0.08, -4.70, -0.22)
H (-1.18, -4.14, -1.51)
C (-2.54, -1.65, -1.67)
H (-3.58, -1.94, -1.47)
H (-2.12, -2.35, -2.39)
H (-2.57, -0.65, -2.12)
C (-0.73, 3.69, 0.40)
C (-1.95, 3.57, -0.15)
C (-2.28, 3.48, -1.61)
C (-1.07, 3.50, -2.60)
C (-0.49, 2.19, -2.91)
C (0.01, 1.34, -2.03)
C (0.09, 1.54, -0.55)
C (0.48, 2.95, -0.08)
H (-2.99, 4.27, -1.93)
H (-0.30, 4.20, -2.19)
H (-2.85, 2.53, -1.72)
H (1.01, 3.53, -0.87)
H (-0.58, 4.29, 1.31)
H (-2.83, 3.43, 0.49)
H (1.15, 2.90, 0.79)
H (-0.85, 1.22, -0.06)
H (0.41, 0.36, -2.33)
H (0.84, 0.87, -0.11)
H (-1.42, 3.91, -3.55)
H (-0.44, 1.90, -3.96)
P (2.85, -0.18, -1.00)
P (2.73, -3.10, -0.34)
C (4.31, -1.25, -1.60)
C (4.42, -2.36, -0.57)
H (5.21, -0.61, -1.69)
H (4.07, -1.60, -2.61)
H (5.17, -3.13, -0.80)
H (4.65, -1.89, 0.40)
C (3.01, -4.47, 0.82)
H (2.05, -4.97, 0.98)
H (3.32, -4.04, 1.78)
H (3.76, -5.21, 0.51)
C (2.37, -3.57, -2.05)
H (3.24, -3.98, -2.58)
H (2.03, -2.67, -2.57)
H (1.55, -4.29, -2.10)
C (3.90, 1.01, 0.03)
H (3.30, 1.89, 0.29)
H (4.77, 1.37, -0.55)
H (4.27, 0.55, 0.95)
C (3.10, 0.98, -2.48)
H (2.85, 0.45, -3.40)
H (4.15, 1.30, -2.52)
H (2.47, 1.88, -2.41)
F (-4.81, 5.34, 3.11)
C (-4.36, 4.06, 3.04)
F (-5.10, 3.29, 3.85)
F (-4.59, 3.64, 1.75)
S (-2.54, 3.97, 3.43)
O (-2.01, 5.08, 2.65)
O (-2.50, 4.14, 4.89)
O (-2.16, 2.65, 2.94)

F_max, eV/A: 5.1
Charge: +2
<S²>: 8.795
LUMO level (spin up / spin down), Eh: -0.2345 / -0.3983
HOMO level (spin up / spin down), eV: -12.1 / -13.2
Multiplicity: 6
Kohn-Sham gap (spin up / spin down), Eh: 0.2117 / 0.0853
Energy above the lowest of the compared OMol25 structures with the same formula, charge and spin, kcal/mol: 32.1

(2)
A structure of composition C25H43F3O3P2PbS in a non-equilibrium geometry, computed with ωB97M-V/def2-TZVPD.

CARTESIAN COORDINATES (ANGSTROEM)
Pb (0.85, -0.78, -1.03)
C (-0.44, -2.88, 3.46)
C (0.92, -3.01, 3.06)
C (0.77, -1.31, 4.60)
C (-0.52, -1.88, 4.45)
C (1.67, -2.00, 3.74)
C (-1.58, -3.71, 2.98)
H (-1.31, -4.26, 2.07)
H (-2.44, -3.07, 2.75)
H (-1.89, -4.43, 3.75)
C (-1.73, -1.52, 5.22)
H (-2.53, -2.24, 5.04)
H (-2.08, -0.53, 4.92)
H (-1.50, -1.49, 6.29)
C (1.13, -0.22, 5.53)
H (0.55, -0.31, 6.48)
H (0.92, 0.77, 5.08)
H (2.19, -0.26, 5.78)
C (3.12, -1.76, 3.65)
H (3.64, -2.15, 4.54)
H (3.34, -0.68, 3.57)
H (3.54, -2.26, 2.77)
C (1.51, -4.08, 2.21)
H (1.94, -4.88, 2.85)
H (2.30, -3.70, 1.56)
H (0.74, -4.54, 1.58)
C (-1.52, 0.91, -4.58)
C (-1.90, -0.38, -4.64)
C (-1.07, -1.51, -5.14)
C (0.45, -1.29, -5.05)
C (0.92, -0.60, -3.79)
C (1.23, 0.72, -3.73)
C (0.84, 1.76, -4.74)
C (-0.50, 1.56, -5.45)
H (-1.33, -1.69, -6.21)
H (0.83, -0.85, -5.99)
H (-1.36, -2.40, -4.52)
H (-0.40, 1.04, -6.42)
H (-2.26, 1.61, -4.16)
H (-2.96, -0.60, -4.61)
H (-0.86, 2.56, -5.69)
H (0.83, 2.71, -4.18)
H (2.08, 1.07, -3.13)
H (1.59, 1.87, -5.53)
H (0.86, -2.30, -5.05)
H (1.39, -1.30, -3.05)
P (-1.86, 0.84, -0.78)
P (1.69, 1.91, -0.33)
C (-0.87, 2.10, -1.85)
C (0.37, 2.88, -1.29)
H (-1.62, 2.83, -2.16)
H (-0.57, 1.55, -2.75)
H (0.87, 3.44, -2.10)
H (0.02, 3.65, -0.57)
C (2.42, 3.03, 0.89)
H (3.16, 2.41, 1.42)
H (1.67, 3.39, 1.60)
H (2.94, 3.86, 0.38)
C (3.32, 1.45, -1.12)
H (3.79, 2.30, -1.63)
H (3.25, 0.61, -1.82)
H (4.00, 1.14, -0.29)
C (-3.62, 1.13, -1.14)
H (-4.12, 0.19, -0.88)
H (-3.71, 1.37, -2.21)
H (-4.04, 1.93, -0.52)
C (-1.86, -0.71, -1.81)
H (-2.02, -1.61, -1.22)
H (-0.92, -0.83, -2.37)
H (-2.61, -0.49, -2.61)
F (-2.85, 2.87, 2.99)
C (-1.76, 2.34, 3.59)
F (-1.11, 3.30, 4.30)
F (-2.18, 1.40, 4.48)
S (-0.60, 1.60, 2.33)
O (-1.06, 0.24, 2.07)
O (-0.81, 2.55, 1.25)
O (0.71, 1.64, 2.95)

F_max, eV/A: 2.8
Charge: +2
LUMO level (spin up / spin down), Eh: -0.2738 / -0.2712
HOMO level (spin up / spin down), eV: -13.3 / -13.3
Multiplicity: 1
Kohn-Sham gap (spin up / spin down), Eh: 0.2138 / 0.2164

(3)
A structure of composition C25H43F3O3P2SV in a non-equilibrium geometry, computed with ωB97M-V/def2-TZVPD.

CARTESIAN COORDINATES (ANGSTROEM)
V (0.55, 1.18, 1.53)
C (0.77, 0.67, 3.61)
C (1.94, 1.29, 3.07)
C (0.12, 2.73, 2.75)
C (-0.34, 1.53, 3.39)
C (1.56, 2.59, 2.54)
C (0.72, -0.63, 4.31)
H (1.54, -1.28, 4.02)
H (-0.23, -1.13, 4.09)
H (0.75, -0.56, 5.41)
C (-1.72, 1.17, 3.78)
H (-1.90, 0.10, 3.65)
H (-2.47, 1.73, 3.23)
H (-1.90, 1.35, 4.85)
C (-0.80, 3.76, 2.23)
H (-0.80, 4.67, 2.85)
H (-1.84, 3.39, 2.23)
H (-0.60, 4.06, 1.19)
C (2.44, 3.47, 1.74)
H (2.66, 4.40, 2.28)
H (1.99, 3.73, 0.78)
H (3.38, 2.96, 1.51)
C (3.25, 0.61, 3.08)
H (4.02, 1.08, 3.70)
H (3.64, 0.50, 2.06)
H (3.15, -0.40, 3.50)
C (-0.88, -1.93, 0.71)
C (0.13, -2.68, 1.18)
C (1.60, -2.63, 0.82)
C (2.05, -1.80, -0.41)
C (2.07, -0.30, -0.34)
C (1.05, 0.52, -0.79)
C (-0.45, 0.30, -0.64)
C (-0.96, -1.18, -0.59)
H (1.89, -3.69, 0.64)
H (1.46, -2.13, -1.28)
H (2.20, -2.32, 1.70)
H (-0.45, -1.74, -1.40)
H (-1.74, -1.79, 1.38)
H (-0.12, -3.40, 1.96)
H (-2.03, -1.17, -0.86)
H (-0.90, 0.87, 0.21)
H (1.30, 1.29, -1.53)
H (-0.91, 0.80, -1.53)
H (3.10, -2.10, -0.61)
H (3.07, 0.16, -0.16)
P (-0.56, -0.94, -3.67)
P (-0.44, 2.10, -4.42)
C (-0.53, -0.50, -5.49)
C (-1.05, 0.90, -5.72)
H (-1.15, -1.23, -6.01)
H (0.50, -0.62, -5.83)
H (-0.71, 1.26, -6.69)
H (-2.14, 0.94, -5.70)
C (-1.20, 3.56, -5.23)
H (-0.83, 4.47, -4.75)
H (-2.29, 3.50, -5.13)
H (-0.93, 3.56, -6.30)
C (1.21, 2.32, -5.24)
H (1.07, 2.35, -6.33)
H (1.88, 1.50, -4.97)
H (1.64, 3.28, -4.90)
C (-2.25, -1.67, -3.74)
H (-2.47, -2.25, -2.84)
H (-2.34, -2.32, -4.62)
H (-2.98, -0.86, -3.83)
C (0.48, -2.45, -3.81)
H (1.43, -2.16, -4.27)
H (-0.03, -3.19, -4.44)
H (0.68, -2.90, -2.83)
F (-2.87, -4.20, 6.67)
C (-2.02, -3.43, 5.95)
F (-1.96, -2.20, 6.53)
F (-0.78, -3.98, 5.99)
S (-2.61, -3.27, 4.17)
O (-2.19, -4.54, 3.58)
O (-4.03, -3.01, 4.35)
O (-1.87, -2.10, 3.65)

F_max, eV/A: 6.9
Charge: +2
<S²>: 0.867
LUMO level (spin up / spin down), Eh: -0.3865 / -0.3865
HOMO level (spin up / spin down), eV: -13.2 / -13.2
Multiplicity: 2
Kohn-Sham gap (spin up / spin down), Eh: 0.0985 / 0.0968

(4)
A structure of composition C25H43F5NbO13 in a non-equilibrium geometry, computed with ωB97M-V/def2-TZVPD.

CARTESIAN COORDINATES (ANGSTROEM)
C (3.40, -0.38, 0.66)
C (2.25, -0.05, -0.35)
C (0.84, -0.39, -0.15)
C (-0.18, -0.07, -1.16)
C (0.17, 0.63, -2.42)
C (-0.96, 0.98, -3.43)
C (-0.54, 0.90, -4.95)
C (-1.63, 2.40, -3.20)
C (1.59, 0.96, -2.58)
O (2.06, 1.64, -3.72)
C (1.80, 3.07, -3.44)
Nb (3.74, 4.26, -3.08)
C (2.40, 6.12, -2.76)
F (3.27, 7.25, -2.70)
F (1.56, 6.29, -3.87)
C (1.57, 6.17, -1.43)
F (1.13, 7.50, -1.24)
F (2.30, 5.88, -0.31)
F (0.42, 5.42, -1.46)
C (2.61, 0.63, -1.59)
H (3.89, -1.33, 0.30)
H (3.01, -0.47, 1.70)
H (4.19, 0.42, 0.58)
H (0.51, -0.88, 0.79)
H (-1.26, -0.35, -1.01)
H (-1.79, 0.23, -3.29)
H (-1.43, 0.84, -5.62)
H (0.18, 0.06, -5.17)
H (-0.01, 1.85, -5.22)
H (-0.95, 3.24, -3.47)
H (-2.04, 2.46, -2.16)
H (-2.50, 2.46, -3.92)
H (1.24, 3.14, -2.46)
H (1.15, 3.56, -4.21)
H (3.80, 4.51, -4.91)
H (5.30, 5.23, -2.97)
H (3.72, 3.91, -1.29)
H (4.76, 2.77, -3.29)
H (3.68, 0.92, -1.74)
C (-1.93, -5.02, 1.94)
O (-2.53, -4.26, 2.99)
C (-2.71, -2.96, 2.69)
O (-2.41, -2.43, 1.65)
O (-3.27, -2.36, 3.74)
C (-3.52, -0.97, 3.56)
H (-1.83, -6.04, 2.29)
H (-2.56, -5.02, 1.05)
H (-0.94, -4.64, 1.70)
H (-4.22, -0.80, 2.74)
H (-2.59, -0.43, 3.39)
H (-3.98, -0.59, 4.48)
C (-5.20, -4.58, 3.43)
O (-6.53, -5.11, 3.42)
C (-7.49, -4.19, 3.32)
O (-7.32, -3.00, 3.24)
O (-8.67, -4.82, 3.32)
C (-9.80, -3.95, 3.21)
H (-4.51, -5.41, 3.52)
H (-4.99, -4.05, 2.50)
H (-5.06, -3.92, 4.29)
H (-9.77, -3.39, 2.27)
H (-9.84, -3.26, 4.06)
H (-10.69, -4.56, 3.22)
C (-1.35, -11.02, 4.49)
O (-1.95, -10.27, 5.54)
C (-2.14, -8.98, 5.25)
O (-1.85, -8.43, 4.22)
O (-2.71, -8.39, 6.31)
C (-2.97, -7.00, 6.14)
H (-1.24, -12.05, 4.84)
H (-1.98, -11.02, 3.60)
H (-0.36, -10.63, 4.26)
H (-3.67, -6.84, 5.32)
H (-2.05, -6.45, 5.98)
H (-3.43, -6.63, 7.06)
C (10.13, 8.82, -3.15)
O (8.95, 9.31, -3.77)
C (7.90, 8.47, -3.70)
O (7.91, 7.38, -3.19)
O (6.87, 9.05, -4.31)
C (5.67, 8.26, -4.32)
H (10.91, 9.58, -3.26)
H (9.97, 8.64, -2.09)
H (10.47, 7.90, -3.65)
H (5.32, 8.06, -3.31)
H (5.82, 7.33, -4.87)
H (4.90, 8.84, -4.84)

F_max, eV/A: 2.5
Charge: -1
LUMO level, Eh: 0.0596
HOMO level, eV: -4.9
Multiplicity: 1
Kohn-Sham gap, Eh: 0.2409